ORCA calculation (ωB97M-V/def2-TZVPD) on a structure of composition C13H10N2O4SV at a distorted geometry.

Properties
Net charge: +2
2S+1: 4
Orbital gap (spin up / spin down), eV: 5.81 / 3.21

Cartesian coordinates (Å):
V1 -0.12718 -0.36593 -0.67531
O1 -1.21849 -1.97725 1.78596
C1 -0.74628 -1.38182 0.90401
C2 0.39154 0.27469 -2.44726
O2 0.74379 0.53860 -3.52406
C3 -1.85828 -0.88782 -1.38846
O3 -2.92440 -1.17372 -1.76752
C4 1.70022 -1.03318 -0.59536
O4 2.82374 -1.36250 -0.62568
C5 -0.32654 -4.93533 -2.70206
H1 0.49745 -5.30076 -2.08436
H2 -1.33588 -5.15956 -2.34820
C6 -0.11276 -4.25380 -3.83643
H3 -0.93873 -3.90173 -4.46542
H4 0.90033 -4.03789 -4.19664
N1 -1.72687 2.50364 -1.25596
C7 -0.97790 2.46310 -0.12335
N2 -0.24432 1.41151 0.28219
C8 0.37294 1.65860 1.53882
C9 1.20673 0.79080 2.25610
C10 1.60685 1.16801 3.54552
C11 1.20961 2.40024 4.08385
C12 0.40973 3.27798 3.34220
C13 -0.00764 2.89603 2.07375
S1 -1.06544 3.79488 0.97098
H5 -2.15411 3.40115 -1.46489
H6 -1.50215 1.89197 -2.03735
H7 1.55650 -0.14837 1.82299
H8 2.22795 0.50580 4.14284
H9 1.52840 2.69057 5.08269
H10 0.09119 4.25207 3.70640


ORCA calculation (ωB97M-V/def2-TZVPD) on the molecule C13H10N4O2 at a distorted geometry.

Properties
Orbital gap, eV: 8.39

Cartesian coordinates (Å):
O1 2.17861 1.53449 -2.31519
C1 1.34702 1.08724 -1.54378
N1 0.38654 1.96119 -1.08960
N2 -0.57177 1.72241 -0.19718
C2 -1.36262 2.66278 0.14612
C3 -2.41383 2.44309 1.09108
C4 -3.34764 3.32756 1.58657
C5 -4.14833 2.59246 2.48254
C6 -3.65042 1.32178 2.46939
O2 -2.60959 1.22282 1.63686
C7 1.35524 -0.32295 -1.09722
C8 0.26211 -0.97249 -0.49774
C9 0.32153 -2.29885 -0.13158
C10 1.50085 -2.99817 -0.36885
N3 1.83780 -4.30286 -0.11433
C11 3.05410 -4.43516 -0.53962
N4 3.57867 -3.29595 -1.07240
C12 2.59756 -2.34021 -0.97990
C13 2.53858 -1.01343 -1.35122
H1 0.48558 2.90796 -1.47381
H2 -1.28670 3.67817 -0.25927
H3 -3.44039 4.36474 1.33675
H4 -4.97679 2.95486 3.05552
H5 -3.94677 0.43470 2.99385
H6 -0.64220 -0.41618 -0.31905
H7 -0.52071 -2.79218 0.32552
H8 3.61243 -5.35026 -0.48530
H9 4.49725 -3.17406 -1.46399
H10 3.36389 -0.50349 -1.82419


ORCA calculation (ωB97M-V/def2-TZVPD) on a structure of composition C13H11ClN2PtS at a distorted geometry.

Properties
Orbital gap (spin up / spin down), eV: 6.99 / 6.97

Cartesian coordinates (Å):
Pt1 0.06523 1.83234 -0.72607
S1 0.32182 -2.57335 0.94952
C1 -0.43402 -2.81601 -0.60128
C2 -0.70502 -4.00320 -1.25972
C3 -1.30607 -3.93541 -2.50219
C4 -1.62794 -2.70726 -3.07862
C5 -1.35886 -1.52250 -2.42886
C6 -0.74582 -1.56792 -1.17955
N1 -0.38727 -0.50200 -0.41285
C7 0.18897 -0.84521 0.70214
C8 0.67729 0.13600 1.63461
C9 1.17335 -0.23297 2.88443
C10 1.61708 0.73573 3.76014
C11 1.51271 2.07564 3.41344
C12 1.03242 2.44250 2.16458
C13 0.63193 1.49034 1.23334
H1 -0.43249 -4.94986 -0.81973
H2 -1.53347 -4.84823 -3.03357
H3 -2.07944 -2.68827 -4.05920
H4 -1.59172 -0.56326 -2.86285
H5 1.20677 -1.28102 3.14817
H6 2.04042 0.45668 4.71343
H7 1.82852 2.84262 4.10742
H8 0.96910 3.49559 1.91855
Cl1 1.04601 1.81572 -2.78149
N2 -0.50242 4.18568 -1.13454
H9 0.40308 4.57422 -1.38083
H10 -0.92047 4.75159 -0.40638
H11 -1.08968 4.20182 -1.96203


Ordered DFT total energy results: -61316.893 -23697.768 -43244.374; unit eV.
Ordered energy relative to the best compared isomer or geometry (same formula, charge and spin) results: 0.897 0.605 1.813; unit eV.